# C12H11ClN2O2

A single C12H11ClN2O2 molecule at a distorted geometry (ωB97M-V/def2-TZVPD, the Open Molecules 2025 dataset).

Element x y z (Å)
C: -5.4902 -2.0751 -0.9864
C: -5.1235 -0.7133 -0.4380
O: -5.6794 0.3149 -0.7439
N: -4.1038 -0.7546 0.4617
C: -3.5521 0.4414 1.0588
C: -2.1224 0.6402 0.6737
C: -1.0081 -0.1268 0.8642
C: 0.0333 0.6149 0.2384
C: 1.4462 0.2889 0.1254
C: 1.9714 -0.8723 0.6883
C: 3.3166 -1.1651 0.5698
C: 4.1468 -0.2926 -0.1163
Cl: 5.8283 -0.6572 -0.2657
C: 3.6426 0.8693 -0.6834
C: 2.2985 1.1550 -0.5609
N: -0.4618 1.7226 -0.2691
O: -1.7816 1.7426 -0.0088
H: -4.6464 -2.4986 -1.5270
H: -6.3322 -1.9711 -1.6639
H: -5.7617 -2.7469 -0.1753
H: -3.6480 -1.6305 0.6596
H: -3.6363 0.3869 2.1512
H: -4.1460 1.2813 0.6884
H: -0.9398 -1.0637 1.3750
H: 1.3318 -1.5554 1.2253
H: 3.7223 -2.0642 1.0064
H: 4.3007 1.5393 -1.2139
H: 1.8824 2.0512 -0.9923

Output
total charge: 0
frontier orbital gap: 9.41 eV
E: -1184.04657 Ha
E_LUMO: 0.446 eV
multiplicity: 1
molecular weight: 250.685 g mol⁻¹
highest occupied orbital energy: -8.97 eV
max |F|: 1.297 eV/Å
SMILES: CC(=O)NCc1cc(-c2ccc(Cl)cc2)no1
energy relative to the best compared isomer or geometry (same formula, charge and spin): 1.2591 eV

Charge distribution, Mulliken scheme, values in e: -1.200 0.816 -0.616 -0.149 -0.991 0.087 -0.162 0.392 0.660 -0.364 -0.798 0.435 -0.214 -0.681 -0.447 -0.477 -0.185 0.310 0.325 0.326 0.227 0.292 0.363 0.446 0.299 0.410 0.411 0.485



# C32H64NO5S

2 unconnected molecules or ions with the total composition C32H64NO5S at a distorted geometry (ωB97M-V/def2-TZVPD, the Open Molecules 2025 dataset).

Element x y z (Å)
C: 5.2298 -2.8545 1.7528
C: 6.7705 -2.7308 2.0270
C: 7.2185 -1.4036 2.7038
C: 6.5587 -0.1065 2.1274
C: 5.7304 0.5612 3.2747
C: 4.9467 1.8342 2.8426
C: 5.7771 2.9101 2.0596
C: 5.0335 3.3924 0.7572
C: 5.9454 3.4592 -0.4998
C: 6.4401 2.0747 -1.0028
C: 5.6049 1.4577 -2.1490
C: 6.1287 -0.0031 -2.4517
C: 5.1314 -1.0863 -1.8906
C: 3.9190 -1.1799 -2.8663
C: 2.7212 -2.0463 -2.3630
C: 2.2454 -1.7923 -0.9009
C: 1.2041 -0.6222 -0.7620
C: 1.8796 0.7308 -1.1213
O: 1.1250 1.9106 -0.7181
S: -0.4341 1.6079 -0.4612
O: -1.1568 1.1450 -1.6249
O: -1.0269 2.8390 0.0026
C: -0.4982 0.4565 0.9293
C: -1.8921 -0.2177 1.0666
O: -2.8780 0.6655 1.5592
C: -3.8443 1.0419 0.5815
C: 0.6511 -0.6235 0.6996
C: 1.7612 -0.2607 1.7520
H: 5.1020 -3.2418 0.7229
H: 4.8096 -3.6422 2.4121
H: 4.6548 -1.9314 1.9283
H: 7.3280 -2.9727 1.1035
H: 7.0253 -3.5453 2.7385
H: 7.1026 -1.4518 3.8053
H: 8.3133 -1.3079 2.5361
H: 7.3425 0.5676 1.7364
H: 5.8944 -0.3191 1.2612
H: 6.4119 0.7785 4.1222
H: 4.9998 -0.2028 3.6205
H: 4.0205 1.5978 2.2885
H: 4.6059 2.3236 3.7820
H: 6.7972 2.5855 1.7915
H: 5.8821 3.7922 2.7201
H: 4.1157 2.8022 0.5438
H: 4.6668 4.4191 0.9726
H: 6.8425 4.0454 -0.2132
H: 5.4207 4.0507 -1.2770
H: 6.4636 1.3553 -0.1573
H: 7.4943 2.1811 -1.3311
H: 4.5421 1.4479 -1.8368
H: 5.6655 2.0099 -3.1044
H: 6.2953 -0.1623 -3.5304
H: 7.0586 -0.0986 -1.8547
H: 5.6329 -2.0758 -1.8633
H: 4.8630 -0.7405 -0.8736
H: 4.3067 -1.6788 -3.7806
H: 3.6435 -0.1543 -3.1744
H: 3.0170 -3.1098 -2.4824
H: 1.8266 -1.9271 -3.0134
H: 1.6877 -2.7046 -0.5912
H: 3.0673 -1.6897 -0.1710
H: 0.4253 -0.8347 -1.5210
H: 2.8459 0.7579 -0.5817
H: 2.0085 0.7870 -2.2141
H: -0.3336 1.0062 1.8746
H: -2.1726 -0.7550 0.1390
H: -1.7519 -1.0034 1.8440
H: -4.8223 1.1371 1.0987
H: -3.9868 0.2962 -0.2286
H: -3.5152 1.9900 0.1161
H: 0.2150 -1.5972 0.9988
H: 1.2973 -0.2694 2.7550
H: 2.6015 -0.9712 1.7339
H: 2.0794 0.7791 1.5403
C: -7.8001 -2.3419 -1.2812
C: -8.3107 -1.5364 -0.0598
C: -9.8482 -1.6246 0.0240
C: -10.5684 -0.7858 -1.0315
C: -10.0840 0.6632 -1.0069
C: -8.5523 0.8015 -1.1169
N: -7.8494 -0.1085 -0.1493
O: -7.9411 0.3795 0.9517
C: -8.0961 0.5057 -2.5634
C: -8.1646 2.2768 -0.9169
C: -7.6997 -2.2710 1.1452
H: -8.4645 -2.2883 -2.1408
H: -6.8054 -2.0141 -1.5882
H: -7.7226 -3.4011 -1.0427
H: -10.1819 -1.2943 1.0141
H: -10.1537 -2.6677 -0.0691
H: -10.4300 -1.2163 -2.0260
H: -11.6434 -0.8102 -0.8395
H: -10.5558 1.2196 -1.8176
H: -10.4288 1.1273 -0.0759
H: -7.0072 0.4960 -2.6376
H: -8.4609 1.2777 -3.2389
H: -8.4736 -0.4314 -2.9624
H: -8.5162 2.6808 0.0329
H: -8.6078 2.8898 -1.6992
H: -7.0814 2.4078 -0.9659
H: -6.6087 -2.2213 1.1223
H: -7.9842 -3.3210 1.1273
H: -8.0412 -1.8741 2.1021

Output
total charge: +1
frontier orbital gap: 4.59 eV
E: -2086.39181 Ha
E_LUMO: -7.084 eV
multiplicity: 1
molecular weight: 574.933 g mol⁻¹
highest occupied orbital energy: -11.67 eV
max |F|: 6.724 eV/Å

Results of the Mulliken charge analysis, in e, for atoms 1 through 99: -0.089 -0.642 -1.119 1.163 -1.030 0.500 -0.905 0.050 -1.199 0.157 -0.036 -1.243 0.987 -0.837 -1.167 -0.231 -0.080 0.208 -0.410 1.344 -0.685 -0.730 0.058 -0.939 -0.381 -0.552 0.197 -2.120 0.125 0.500 -0.510 0.344 0.298 0.453 0.275 0.676 -1.028 0.362 0.362 -0.802 0.436 0.476 0.406 -0.249 0.435 0.419 0.368 -0.510 0.335 -0.197 0.389 0.408 0.463 0.492 -0.960 0.504 0.350 0.473 0.325 0.491 -0.530 0.677 -0.481 0.193 0.474 0.339 0.293 0.198 0.260 0.302 0.935 0.521 0.243 0.393 -1.683 1.384 -1.190 -0.507 -1.182 1.227 1.131 -0.339 -1.600 -1.697 -1.772 0.328 0.348 0.482 0.408 0.367 0.316 0.420 0.405 0.389 0.389 0.467 0.302 0.401 0.456



# C17H39N2O6S

3 unconnected molecules or ions with the total composition C17H39N2O6S at a distorted geometry (ωB97M-V/def2-TZVPD, the Open Molecules 2025 dataset).

Element x y z (Å)
C: 2.5667 -4.7499 2.4014
C: 2.4640 -3.3368 1.5686
C: 1.8754 -3.7296 0.0655
C: 1.4286 -2.3169 -0.6926
N: 0.0053 -2.4097 -1.1994
S: -1.0459 -1.2026 -0.4980
C: -1.5553 -1.6726 1.2768
C: -3.2065 -1.8125 1.2356
C: -3.7971 -3.0447 2.1415
C: -3.8177 -4.5069 1.4007
C: -2.6302 -4.7458 0.2962
N: -2.8206 -6.0816 -0.4354
H: 2.6424 -4.5796 3.5618
H: 1.5567 -5.3525 2.2291
H: 3.5189 -5.3708 2.0642
H: 3.4957 -2.7814 1.5390
H: 1.6153 -2.6564 2.0596
H: 0.9503 -4.4251 0.2421
H: 2.6926 -4.3313 -0.5264
H: 1.5875 -1.3724 0.0193
H: 2.1700 -2.2279 -1.6240
H: -0.3861 -3.3756 -1.1459
H: -0.2736 -0.0401 -0.3270
H: -1.1064 -2.7278 1.5855
H: -1.1639 -0.8720 2.0350
H: -3.6162 -1.8086 0.1142
H: -3.6185 -0.7941 1.7027
H: -3.2690 -3.1320 3.2080
H: -4.9325 -2.7677 2.3844
H: -4.8373 -4.7876 0.8859
H: -3.6432 -5.3193 2.2575
H: -2.4970 -3.8880 -0.4888
H: -1.6038 -4.8307 0.8953
H: -2.1529 -6.7992 -0.0272
H: -2.6216 -5.9491 -1.4693
C: 3.2131 1.8874 -1.1323
C: 3.1641 1.2782 0.2573
O: 3.6939 2.1843 1.2323
C: 2.8658 3.1898 1.6095
O: 1.7294 3.3772 1.2043
O: 3.5304 3.9710 2.4987
C: 2.8015 5.1281 2.9042
H: 4.2269 2.2274 -1.3693
H: 2.8948 1.1632 -1.8863
H: 2.5616 2.7653 -1.2039
H: 3.7940 0.3825 0.2810
H: 2.1488 0.9653 0.5273
H: 1.8057 4.8637 3.2738
H: 2.7295 5.8317 2.0691
H: 3.3534 5.6093 3.7164
C: -0.0405 5.4072 -0.8614
C: -1.3638 4.6829 -1.0307
O: -2.0911 5.2012 -2.1509
C: -1.6691 4.7811 -3.3693
O: -0.7489 4.0084 -3.5857
O: -2.4317 5.3910 -4.3122
C: -2.0262 5.1089 -5.6502
H: -0.1970 6.4899 -0.8072
H: 0.4717 5.0754 0.0451
H: 0.6225 5.2271 -1.7148
H: -1.9839 4.8523 -0.1439
H: -1.2242 3.5998 -1.1242
H: -1.9601 4.0309 -5.8286
H: -1.0672 5.5942 -5.8565
H: -2.7777 5.5242 -6.3272

Output
total charge: +1
frontier orbital gap: 8.70 eV
E: -1629.83415 Ha
E_LUMO: -3.556 eV
multiplicity: 1
molecular weight: 399.574 g mol⁻¹
highest occupied orbital energy: -12.26 eV
max |F|: 2.739 eV/Å

Charge distribution, Mulliken scheme, values in e: -0.990 -0.261 -0.486 0.156 -0.227 0.094 -0.310 -0.652 -0.596 -0.597 0.395 -0.660 0.318 0.227 0.292 0.280 0.137 0.147 0.337 -0.276 0.261 0.304 0.280 0.077 0.538 0.335 0.353 0.296 0.316 0.310 0.201 0.000 -0.108 0.264 0.252 -1.076 0.133 -0.388 0.706 -0.570 -0.344 -0.565 0.329 0.362 0.207 0.341 0.058 0.276 0.273 0.226 -0.769 -0.154 -0.345 0.742 -0.572 -0.326 -0.610 0.350 0.087 0.277 0.350 0.191 0.285 0.289 0.228



# C3H5N3OS2

2 unconnected molecules or ions with the total composition C3H5N3OS2 at a distorted geometry (ωB97M-V/def2-TZVPD, the Open Molecules 2025 dataset).

Element x y z (Å)
C: -1.5107 -0.7433 -0.1200
C: -0.1164 -0.5020 0.3399
C: -2.4092 0.1630 0.3447
N: -0.1526 0.6053 1.1777
N: 0.9698 -1.1371 -0.0658
N: 1.9071 1.7265 -0.3449
O: -1.9085 -1.8889 -0.8751
S: -1.6977 1.3044 1.3784
S: 1.4236 2.6644 -1.5138
H: 1.0107 -2.0994 -0.2989
H: 1.8235 -0.5753 -0.1185
H: 2.9045 1.5233 -0.4143
H: 0.6603 1.0708 1.4511
H: -2.9043 -2.1117 -0.9406

Output
total charge: 0
frontier orbital gap: 5.63 eV
E: -1153.03350 Ha
E_LUMO: -2.093 eV
multiplicity: 1
molecular weight: 163.227 g mol⁻¹
highest occupied orbital energy: -7.72 eV
max |F|: 5.063 eV/Å
energy relative to the best compared isomer or geometry (same formula, charge and spin): 3.7007 eV

Charge distribution, Mulliken scheme, values in e: 0.662 0.059 -0.709 -0.113 -0.315 -0.365 -0.553 0.037 0.054 0.199 0.164 0.268 0.271 0.340



# C18H27ClMnNO4P2

A molecular structure, C18H27ClMnNO4P2 at a distorted geometry (ωB97M-V/def2-TZVPD, the Open Molecules 2025 dataset).

Element x y z (Å)
Mn: 0.1896 0.5316 -0.5519
P: 2.2386 -0.9811 -0.2045
C: 2.3952 -1.0208 -2.0423
C: 1.1422 -1.6033 -2.6495
N: -0.0179 -1.1401 -2.1580
C: -1.1852 -1.5588 -2.6708
C: -1.2212 -2.5071 -3.6887
C: -0.0373 -2.9883 -4.2185
C: 1.1644 -2.5285 -3.7041
C: -2.4691 -0.9917 -2.1022
P: -2.2000 0.6283 -1.2661
H: 2.1334 -2.8490 -4.0698
H: -2.2105 -2.8295 -4.0463
H: -0.0481 -3.7096 -5.0320
H: -3.2321 -0.8752 -2.9010
H: -2.8865 -1.6762 -1.3315
H: 2.3840 0.1222 -2.2455
H: 3.2898 -1.5490 -2.3432
H: 0.8038 2.9497 -1.4635
O: 1.4672 1.3837 -1.9496
H: 1.1273 1.4674 -2.8517
H: -0.0562 2.3576 -0.0707
O: 0.0461 3.3170 -0.9826
H: 0.3528 4.1142 -0.5567
C: -2.6078 1.8477 -2.5451
H: -3.6887 1.8477 -2.7333
H: -2.3026 2.8458 -2.2059
H: -2.0756 1.6134 -3.4762
C: -3.4785 0.7192 0.0031
H: -3.2631 1.5939 0.6287
H: -4.4806 0.8220 -0.4291
H: -3.4342 -0.1761 0.6344
C: 2.1160 -2.6810 0.3903
H: 3.1147 -3.0787 0.6211
H: 1.5070 -2.6436 1.3079
H: 1.6106 -3.3153 -0.3487
C: 3.8439 -0.3333 0.3360
H: 3.6884 0.0631 1.3489
H: 4.6096 -1.1249 0.3570
H: 4.1516 0.4888 -0.3298
Cl: -0.0125 1.4955 7.9464
C: -0.0958 1.2388 6.2541
C: -0.4168 -0.0409 5.7618
C: -0.4893 -0.2451 4.3827
C: -0.2396 0.8189 3.5015
C: 0.0803 2.0841 3.9933
C: 0.1536 2.3036 5.3681
C: -0.2819 0.5927 2.0336
O: -0.5481 -0.5309 1.5390
O: 0.0373 1.6247 1.2578
H: -0.6044 -0.8540 6.4555
H: -0.7372 -1.2203 3.9762
H: 0.2728 2.8992 3.3008
H: 0.4006 3.2814 5.7702

Output
total charge: +1
frontier orbital gap (spin up / spin down): 7.82 / 8.57 eV
E: -3351.54555 Ha
E_LUMO (spin up / spin down): -2.660 / -2.863 eV
multiplicity: 6
molecular weight: 473.756 g mol⁻¹
highest occupied orbital energy (spin up / spin down): -10.48 / -11.44 eV
max |F|: 3.219 eV/Å
energy relative to the best compared isomer or geometry (same formula, charge and spin): 0.0000 eV

Charge distribution, Mulliken scheme, values in e: 0.786 0.531 -1.169 0.589 0.395 0.436 -0.801 -0.470 -1.001 -1.266 0.874 0.486 0.451 0.421 0.513 0.421 0.370 0.522 0.412 -1.210 0.195 0.739 -0.490 0.436 -1.424 0.429 0.359 0.386 -1.365 0.362 0.447 0.370 -1.181 0.401 0.281 0.360 -1.351 0.393 0.437 0.349 -0.179 0.384 -0.774 -0.213 0.126 -0.171 -0.759 1.142 -0.687 -0.905 0.418 0.438 0.344 0.412



# C29H31FeN4O3P2S

A molecular structure, C29H31FeN4O3P2S at a distorted geometry (ωB97M-V/def2-TZVPD, the Open Molecules 2025 dataset).

Element x y z (Å)
Fe: 0.6928 0.0646 0.0192
C: 0.1051 2.8627 1.8908
P: -0.8127 1.3396 1.4566
C: -1.0095 0.5444 3.0883
C: -2.5154 2.0114 1.1474
C: -2.8381 3.3062 1.5731
C: -4.1022 3.8345 1.3720
C: -5.0702 3.0873 0.7196
C: -4.7574 1.8163 0.2740
C: -3.4952 1.2612 0.4831
P: -3.0381 -0.3864 -0.1745
C: -4.5687 -1.3620 0.1157
C: -3.1876 -0.0506 -1.9683
H: -0.3077 3.3401 2.7774
H: 0.0931 3.5614 1.0543
H: 1.1353 2.5863 2.0927
H: -1.5317 1.2150 3.7699
H: -0.0250 0.3055 3.4919
H: -1.5799 -0.3768 2.9730
H: -2.1084 3.9225 2.0695
H: -4.3259 4.8340 1.7228
H: -6.0570 3.4980 0.5460
H: -5.5076 1.2464 -0.2603
H: -5.4673 -0.9244 -0.3201
H: -4.7238 -1.4984 1.1868
H: -4.4134 -2.3452 -0.3325
H: -4.1096 0.4785 -2.2169
H: -3.1492 -1.0053 -2.4900
H: -2.3251 0.5316 -2.2934
S: 3.7187 -0.2316 -3.2900
C: 4.2767 -1.3539 -2.0884
C: 5.4131 -2.1511 -2.1278
C: 5.7115 -2.9157 -1.0183
C: 4.8920 -2.8776 0.1109
C: 3.7569 -2.0952 0.1413
C: 3.4276 -1.3241 -0.9752
N: 2.3576 -0.4454 -1.1242
C: 2.4113 0.2050 -2.2595
C: 1.4092 1.2406 -2.5102
C: 1.3685 1.9859 -3.6808
C: 0.3839 2.9495 -3.8372
C: -0.5400 3.1294 -2.8157
C: -0.4819 2.3698 -1.6542
C: 0.5006 1.4050 -1.4442
H: 6.0590 -2.1545 -2.9962
H: 6.6035 -3.5267 -1.0122
H: 5.1686 -3.4481 0.9868
H: 3.1510 -2.0465 1.0326
H: 2.0981 1.8139 -4.4634
H: 0.3342 3.5445 -4.7390
H: -1.3245 3.8691 -2.9188
H: -1.2594 2.5590 -0.9208
C: 1.0076 -3.7007 0.4379
C: -0.0876 -2.6844 0.7145
C: -1.1343 -3.2442 1.6590
O: 0.4595 -1.4713 1.2884
C: -0.6843 -2.2773 -0.6481
O: -1.4893 -3.0060 -1.1947
O: -0.2359 -1.1543 -1.1098
H: 1.4954 -3.9964 1.3712
H: 1.7548 -3.3093 -0.2565
H: 0.5528 -4.5834 -0.0090
H: -0.6548 -3.6627 2.5475
H: -1.6818 -4.0339 1.1461
H: -1.8417 -2.4712 1.9604
H: 1.2337 -1.6558 1.8322
N: 6.3361 0.0496 2.0783
C: 5.2883 0.5045 2.2667
N: 4.1161 1.0570 2.5547
C: 3.0809 0.8057 1.8621
N: 2.0487 0.6344 1.3357

Output
total charge: 0
frontier orbital gap (spin up / spin down): 8.28 / 8.05 eV
E: -3913.07244 Ha
E_LUMO (spin up / spin down): -0.210 / -0.396 eV
multiplicity: 2
molecular weight: 633.452 g mol⁻¹
highest occupied orbital energy (spin up / spin down): -8.49 / -8.45 eV
max |F|: 1.040 eV/Å
energy relative to the best compared isomer or geometry (same formula, charge and spin): 0.5984 eV

Charge distribution, Mulliken scheme, values in e: -0.437 -1.662 1.902 -1.314 -0.291 -0.921 -0.871 -0.859 -0.712 0.356 1.377 -1.366 -1.316 0.550 0.390 0.306 0.544 0.360 0.185 0.278 0.413 0.402 0.274 0.461 0.374 0.407 0.458 0.445 0.183 -0.432 0.505 -0.649 -0.660 -1.136 0.404 -0.687 0.327 0.925 0.817 -0.991 -0.955 -1.074 1.162 0.360 0.417 0.401 0.411 0.511 0.413 0.389 0.490 0.155 -1.879 2.146 -1.817 -0.365 -0.086 -0.713 -0.242 0.506 0.312 0.486 0.396 0.389 0.254 0.293 -0.565 0.455 -0.811 0.915 -0.692



Please write out number 1 again, unchanged.
# C12H11ClN2O2

A single C12H11ClN2O2 molecule at a distorted geometry (ωB97M-V/def2-TZVPD, the Open Molecules 2025 dataset).

Element x y z (Å)
C: -5.4902 -2.0751 -0.9864
C: -5.1235 -0.7133 -0.4380
O: -5.6794 0.3149 -0.7439
N: -4.1038 -0.7546 0.4617
C: -3.5521 0.4414 1.0588
C: -2.1224 0.6402 0.6737
C: -1.0081 -0.1268 0.8642
C: 0.0333 0.6149 0.2384
C: 1.4462 0.2889 0.1254
C: 1.9714 -0.8723 0.6883
C: 3.3166 -1.1651 0.5698
C: 4.1468 -0.2926 -0.1163
Cl: 5.8283 -0.6572 -0.2657
C: 3.6426 0.8693 -0.6834
C: 2.2985 1.1550 -0.5609
N: -0.4618 1.7226 -0.2691
O: -1.7816 1.7426 -0.0088
H: -4.6464 -2.4986 -1.5270
H: -6.3322 -1.9711 -1.6639
H: -5.7617 -2.7469 -0.1753
H: -3.6480 -1.6305 0.6596
H: -3.6363 0.3869 2.1512
H: -4.1460 1.2813 0.6884
H: -0.9398 -1.0637 1.3750
H: 1.3318 -1.5554 1.2253
H: 3.7223 -2.0642 1.0064
H: 4.3007 1.5393 -1.2139
H: 1.8824 2.0512 -0.9923

Output
total charge: 0
frontier orbital gap: 9.41 eV
E: -1184.04657 Ha
E_LUMO: 0.446 eV
multiplicity: 1
molecular weight: 250.685 g mol⁻¹
highest occupied orbital energy: -8.97 eV
max |F|: 1.297 eV/Å
SMILES: CC(=O)NCc1cc(-c2ccc(Cl)cc2)no1
energy relative to the best compared isomer or geometry (same formula, charge and spin): 1.2591 eV

Charge distribution, Mulliken scheme, values in e: -1.200 0.816 -0.616 -0.149 -0.991 0.087 -0.162 0.392 0.660 -0.364 -0.798 0.435 -0.214 -0.681 -0.447 -0.477 -0.185 0.310 0.325 0.326 0.227 0.292 0.363 0.446 0.299 0.410 0.411 0.485